Version a
{"formula": "C4H11N3O", "method": "wB97M-V/def2-TZVPD", "elements": ["N", "C", "N", "C", "C", "N", "C", "O", "H", "H", "H", "H", "H", "H", "H", "H", "H", "H", "H"], "positions_angstrom": [[2.550, 1.118, -1.677], [2.116, 0.076, -0.687], [0.891, 0.618, 0.028], [-0.105, -0.423, -0.269], [-1.525, 0.091, -0.270], [-2.015, 0.078, 1.121], [-2.335, -1.079, 1.777], [-2.606, -2.138, 1.297], [2.712, 1.899, -0.994], [1.801, 1.339, -2.281], [2.076, -0.934, -1.111], [3.130, -0.066, 0.014], [0.889, 0.888, 1.026], [0.039, -1.327, 0.412], [0.061, -0.801, -1.267], [-2.107, -0.507, -0.967], [-1.503, 1.136, -0.690], [-1.651, 0.874, 1.742], [-2.418, -0.841, 2.794]], "charge": 0, "homo_energy_ev": -9.116, "smiles": "NCNCCNC=O", "homo_lumo_gap_ha": 0.36032}

Version b
{"formula": "C4H11N3O", "method": "wB97M-V/def2-TZVPD", "elements": ["C", "N", "C", "C", "N", "C", "N", "O", "H", "H", "H", "H", "H", "H", "H", "H", "H", "H", "H"], "positions_angstrom": [[0.666, -2.824, -0.031], [0.195, -1.447, -0.111], [-0.611, -1.074, 0.985], [-0.004, 0.226, 1.546], [-0.456, 1.366, 0.700], [-0.129, 1.375, -0.658], [1.157, 1.547, -1.046], [-1.011, 1.446, -1.482], [1.180, -2.807, 0.839], [-0.039, -3.561, 0.165], [1.192, -2.987, -0.943], [-0.238, -1.092, -1.044], [-0.685, -1.873, 1.598], [-1.694, -0.845, 0.657], [-0.194, 0.496, 2.667], [1.175, 0.090, 1.616], [-1.474, 1.456, 0.804], [1.180, 1.580, -2.038], [1.874, 1.492, -0.307]], "charge": 0, "homo_energy_ev": -8.586, "smiles": "CNCCNC(N)=O", "homo_lumo_gap_ha": 0.35024}

Version c
{"formula": "C4H11N3O", "method": "wB97M-V/def2-TZVPD", "elements": ["C", "C", "C", "N", "C", "N", "N", "O", "H", "H", "H", "H", "H", "H", "H", "H", "H", "H", "H"], "positions_angstrom": [[0.420, -0.784, -0.107], [2.362, -0.576, -0.220], [-1.873, 2.313, 0.107], [0.272, 0.554, 0.134], [-1.461, 0.906, 0.450], [0.083, -1.681, 0.892], [-0.053, -1.156, -1.356], [-2.162, 0.143, 1.077], [0.743, 0.968, 0.926], [-0.693, -1.931, -1.467], [-0.591, -1.410, 1.599], [0.164, -2.684, 0.790], [0.443, -0.826, -2.173], [2.709, -0.930, -1.190], [2.834, 0.390, -0.047], [2.701, -1.276, 0.544], [-1.913, 2.415, -0.980], [-1.129, 3.012, 0.496], [-2.856, 2.552, 0.526]], "charge": 0, "homo_energy_ev": -7.499, "homo_lumo_gap_ha": 0.30865}

Of them, version b has the highest stability.

Version a
{"formula": "C4H11N3O", "method": "wB97M-V/def2-TZVPD", "elements": ["C", "N", "O", "C", "N", "C", "C", "H", "H", "H", "H", "H", "H", "H", "H", "N", "H", "H", "H"], "positions_angstrom": [[-3.407, -0.224, -0.955], [-2.757, -0.753, -0.001], [-2.917, -0.628, 1.229], [-1.671, -1.736, -0.198], [-0.426, -1.058, -0.304], [0.445, -1.081, 0.567], [1.705, -0.353, 0.353], [-3.284, -0.359, -2.092], [-4.233, 0.472, -0.692], [-1.762, -2.418, 0.792], [-1.866, -2.373, -1.057], [0.232, -1.447, 1.540], [2.477, -0.942, 0.705], [1.984, -0.147, -0.718], [1.953, 0.509, 0.899], [3.537, 3.057, 0.094], [3.874, 3.951, -0.413], [3.357, 2.182, -0.456], [2.759, 3.350, 0.707]], "charge": 0, "homo_energy_ev": [-8.912, -8.913], "smiles": "C=[N+]([O-])C/N=C/C.N", "homo_lumo_gap_ha": [0.35796, 0.35799]}

Version b
{"formula": "C4H11N3O", "method": "wB97M-V/def2-TZVPD", "elements": ["C", "N", "O", "H", "H", "H", "H", "H", "C", "C", "C", "N", "N", "H", "H", "H", "H", "H", "H"], "positions_angstrom": [[1.672, 0.661, 0.066], [-0.061, 0.370, -2.436], [0.940, -0.178, -1.897], [0.242, 1.226, -2.949], [-1.167, 0.359, -1.273], [1.302, 1.638, 0.358], [1.987, 0.001, 0.863], [2.453, 0.733, -0.676], [-0.448, 0.429, 2.026], [-0.497, -0.106, 0.623], [-0.561, -2.183, -0.439], [-0.198, -1.472, 0.551], [-1.365, 0.480, -0.228], [-1.585, 1.440, -0.002], [-0.492, 1.519, 2.047], [0.462, 0.098, 2.522], [-1.298, 0.036, 2.590], [-1.123, -1.824, -1.301], [-0.262, -3.227, -0.444]], "charge": 0, "homo_energy_ev": [-7.356, -7.353], "homo_lumo_gap_ha": [0.26551, 0.26521]}

Of them, version a has the highest stability.

Version a
{"formula": "C4H11N3O", "method": "wB97M-V/def2-TZVPD", "elements": ["C", "C", "C", "N", "N", "C", "N", "O", "H", "H", "H", "H", "H", "H", "H", "H", "H", "H", "H"], "positions_angstrom": [[-0.706, -0.755, -0.745], [0.308, 0.238, 2.211], [-1.793, -1.024, -1.679], [1.100, 0.550, -0.793], [-0.618, 0.563, 1.142], [-0.345, 0.628, -0.324], [2.121, -0.113, -0.090], [-0.962, 1.588, -0.911], [1.324, 1.405, -1.297], [-1.257, 1.324, 1.341], [-0.086, -1.568, -0.375], [2.575, 0.492, 0.591], [2.815, -0.457, -0.744], [1.093, 0.995, 2.353], [-0.245, 0.153, 3.148], [0.798, -0.714, 2.013], [-1.351, -1.246, -2.661], [-2.417, -0.136, -1.783], [-2.351, -1.921, -1.396]], "charge": 0, "homo_energy_ev": [-8.246, -8.246], "homo_lumo_gap_ha": [0.27621, 0.27624]}

Version b
{"formula": "C4H11N3O", "method": "wB97M-V/def2-TZVPD", "elements": ["C", "O", "N", "N", "H", "H", "H", "H", "C", "N", "C", "C", "H", "H", "H", "H", "H", "H", "H"], "positions_angstrom": [[3.093, -1.012, -0.255], [2.027, -0.108, -0.197], [0.925, 0.418, -1.543], [0.708, 1.453, -1.082], [1.331, 1.544, -0.192], [2.784, -2.045, -0.054], [3.831, -0.794, 0.529], [3.599, -0.993, -1.230], [-2.789, 0.773, -0.287], [-0.713, -1.282, 0.561], [-0.863, -0.025, 1.131], [-1.773, 0.902, 0.810], [-1.245, -1.445, -0.281], [0.253, -1.570, 0.474], [-0.169, 0.160, 1.944], [-1.813, 1.796, 1.418], [-3.035, 1.752, -0.702], [-2.428, 0.152, -1.112], [-3.722, 0.324, 0.072]], "charge": 0, "homo_energy_ev": -7.986, "homo_lumo_gap_ha": 0.30418}

Of them, version b has the highest stability.

Version a
{"formula": "C4H11N3O", "method": "wB97M-V/def2-TZVPD", "elements": ["C", "C", "N", "C", "N", "C", "N", "O", "H", "H", "H", "H", "H", "H", "H", "H", "H", "H", "H"], "positions_angstrom": [[1.992, 0.854, -0.788], [0.920, 0.792, 0.442], [0.733, -0.668, 0.634], [-0.243, -1.487, -0.154], [-1.670, -1.503, 0.494], [-0.395, 1.507, -0.176], [-1.680, 1.324, 0.371], [-0.272, 2.245, -1.171], [1.982, -0.152, -1.319], [1.622, 1.506, -1.622], [3.093, 1.052, -0.451], [1.487, 1.334, 1.244], [0.858, -1.113, 1.594], [0.252, -2.545, -0.474], [-0.355, -1.026, -1.091], [-1.708, -1.937, 1.447], [-2.234, -2.268, 0.077], [-1.833, 0.508, 1.001], [-2.547, 1.580, -0.057]], "charge": 0, "homo_energy_ev": -8.582, "smiles": "C[C@H](NCN)C(N)=O", "homo_lumo_gap_ha": 0.34423}

Version b
{"formula": "C4H11N3O", "method": "wB97M-V/def2-TZVPD", "elements": ["C", "C", "C", "N", "N", "N", "C", "O", "H", "H", "H", "H", "H", "H", "H", "H", "H", "H", "H"], "positions_angstrom": [[-0.072, -0.634, -1.008], [-1.019, 0.439, 1.629], [0.050, -1.993, -0.356], [-1.280, 0.997, 0.303], [-1.207, 0.183, -0.707], [0.765, 1.732, -0.103], [1.394, 0.435, -0.463], [2.029, -0.127, 0.469], [-1.593, 0.637, -1.529], [-0.036, -0.728, -2.094], [1.114, 2.094, 0.776], [0.587, 2.415, -0.829], [1.902, 0.602, -1.444], [-0.986, 1.281, 2.317], [-1.875, -0.189, 1.895], [-0.090, -0.123, 1.708], [-0.894, -2.538, -0.370], [0.385, -1.922, 0.676], [0.824, -2.561, -0.871]], "charge": 0, "homo_energy_ev": [-7.645, -7.645], "homo_lumo_gap_ha": [0.27611, 0.27619]}

Version c
{"formula": "C4H11N3O", "method": "wB97M-V/def2-TZVPD", "elements": ["C", "C", "N", "C", "O", "N", "C", "N", "H", "H", "H", "H", "H", "H", "H", "H", "H", "H", "H"], "positions_angstrom": [[-2.499, -0.466, -0.613], [-1.140, -0.345, 0.038], [-1.330, 0.034, 1.447], [-0.368, 0.875, -0.574], [-0.957, 1.688, -1.249], [0.981, 0.906, -0.466], [1.835, 0.063, 0.368], [3.150, 0.072, -0.154], [-2.462, -0.646, -1.695], [-3.158, -1.150, -0.084], [-2.890, 0.557, -0.689], [-0.580, -1.279, -0.099], [-1.838, -0.705, 1.930], [-0.428, -0.116, 1.905], [1.317, 1.567, -1.140], [1.797, 0.389, 1.409], [1.328, -0.914, 0.342], [3.258, -0.396, -1.044], [3.984, -0.134, 0.367]], "charge": 0, "homo_energy_ev": -9.349, "smiles": "C[C@H](N)C(=O)NCN", "homo_lumo_gap_ha": 0.36795}

Version d
{"formula": "C4H11N3O", "method": "wB97M-V/def2-TZVPD", "elements": ["C", "C", "C", "O", "H", "H", "H", "H", "H", "H", "N", "C", "N", "N", "H", "H", "H", "H", "H"], "positions_angstrom": [[-2.269, -1.170, 0.472], [-1.315, -0.726, -0.598], [-0.891, 0.549, -0.705], [-1.102, 1.483, 0.268], [-3.298, -1.113, 0.120], [-2.077, -2.204, 0.752], [-2.169, -0.535, 1.348], [-1.325, -1.311, -1.509], [-0.380, 0.892, -1.600], [-0.390, 2.139, 0.227], [1.844, 1.944, 0.371], [1.648, 0.572, 0.494], [2.019, -0.233, -0.424], [1.643, -1.535, -0.328], [2.127, 2.400, 1.228], [2.472, 2.164, -0.392], [1.197, 0.252, 1.438], [0.640, -1.623, 0.094], [1.628, -1.945, -1.255]], "charge": 0, "homo_energy_ev": -8.095, "smiles": "C/C=C\\O.N/C=N/N", "homo_lumo_gap_ha": 0.33082}

Of them, version c has the highest stability.

Version a
{"formula": "C4H11N3O", "method": "wB97M-V/def2-TZVPD", "elements": ["H", "N", "C", "N", "C", "H", "H", "H", "H", "H", "C", "N", "C", "O", "H", "H", "H", "H", "H"], "positions_angstrom": [[0.002, 1.801, -0.255], [-0.869, 1.719, 0.248], [-0.735, 0.794, 1.112], [-1.799, 0.260, 1.799], [-1.673, 0.056, 3.230], [0.258, 0.402, 1.361], [-2.635, 0.752, 1.492], [-2.457, -0.609, 3.593], [-0.733, -0.456, 3.439], [-1.715, 0.990, 3.793], [1.801, -1.628, -1.864], [1.007, -0.659, -2.605], [1.064, 0.673, -2.418], [1.695, 1.219, -1.537], [2.629, -1.076, -1.422], [2.150, -2.433, -2.504], [1.210, -2.026, -1.040], [0.320, -1.000, -3.251], [0.479, 1.222, -3.169]], "charge": 0, "homo_energy_ev": -8.913, "smiles": "[H]/N=C/NC.CNC=O", "homo_lumo_gap_ha": 0.35988}

Version b
{"formula": "C4H11N3O", "method": "wB97M-V/def2-TZVPD", "elements": ["N", "C", "C", "N", "O", "H", "H", "H", "H", "H", "H", "C", "C", "N", "H", "H", "H", "H", "H"], "positions_angstrom": [[-0.447, -0.578, 2.568], [0.673, -0.242, 1.771], [0.520, -0.894, 0.122], [1.730, -0.849, -0.539], [-0.248, -1.842, 0.032], [-1.279, -0.069, 2.290], [-0.651, -1.570, 2.496], [0.895, 0.826, 1.786], [1.562, -0.789, 2.085], [2.195, 0.043, -0.609], [1.750, -1.390, -1.392], [-0.180, 1.906, -1.524], [-0.743, 0.839, -0.963], [-1.802, 0.089, -1.393], [-0.481, 2.279, -2.495], [0.605, 2.456, -1.025], [-0.228, 0.482, 0.190], [-2.039, 0.159, -2.373], [-1.834, -0.855, -1.027]], "charge": 0, "homo_energy_ev": -8.323, "smiles": "NCC(N)=O.C=CN", "homo_lumo_gap_ha": 0.33818}

Version c
{"formula": "C4H11N3O", "method": "wB97M-V/def2-TZVPD", "elements": ["O", "C", "N", "C", "C", "N", "C", "N", "H", "H", "H", "H", "H", "H", "H", "H", "H", "H", "H"], "positions_angstrom": [[-1.299, 0.311, -1.550], [-1.376, -0.597, -0.434], [-2.566, -0.627, 0.071], [-0.185, 0.186, 0.647], [-0.628, -0.160, 2.073], [1.045, -0.176, 0.392], [1.815, 0.778, -0.356], [3.116, 0.250, -0.746], [-2.830, -1.507, 0.509], [-0.822, -1.426, -0.861], [-0.303, 1.264, 0.520], [-1.600, 0.318, 2.200], [0.071, 0.177, 2.829], [-0.668, -1.233, 2.201], [-2.160, 0.752, -1.509], [1.261, 1.051, -1.260], [1.996, 1.630, 0.297], [3.293, -0.623, -0.271], [3.223, 0.219, -1.747]], "charge": 0, "homo_energy_ev": -8.966, "homo_lumo_gap_ha": 0.27848}

Version d
{"formula": "C4H11N3O", "method": "wB97M-V/def2-TZVPD", "elements": ["N", "C", "N", "C", "C", "N", "C", "O", "H", "H", "H", "H", "H", "H", "H", "H", "H", "H", "H"], "positions_angstrom": [[1.095, 1.895, -1.748], [0.248, 0.758, -2.046], [0.062, -0.073, -0.829], [-1.242, -0.212, -0.220], [-1.077, -1.122, 1.005], [-0.176, -0.543, 2.002], [1.150, -0.867, 2.155], [1.615, -1.910, 1.784], [1.941, 1.671, -1.247], [0.661, 2.632, -1.210], [-0.651, 1.128, -2.516], [0.651, 0.096, -2.822], [0.744, -0.818, -0.825], [-2.127, -0.423, -0.833], [-1.383, 0.820, 0.182], [-0.639, -2.079, 0.704], [-2.027, -1.279, 1.514], [-0.451, 0.422, 2.159], [1.606, -0.095, 2.791]], "charge": 0, "homo_energy_ev": -8.553, "smiles": "NCNCCNC=O", "homo_lumo_gap_ha": 0.34613}

Of them, version a has the highest stability.

Version a
{"formula": "C4H11N3O", "method": "wB97M-V/def2-TZVPD", "elements": ["C", "C", "C", "C", "N", "N", "N", "O", "H", "H", "H", "H", "H", "H", "H", "H", "H", "H", "H"], "positions_angstrom": [[-0.848, 0.855, 0.501], [-0.593, 1.197, 1.942], [0.631, 0.328, -0.353], [0.336, -0.783, -1.249], [1.918, 0.403, 0.168], [1.109, -1.914, -1.021], [-0.616, -0.818, -2.118], [-0.060, 1.524, -0.461], [2.650, 0.088, -0.454], [2.136, 1.271, 0.624], [1.362, -2.105, -0.061], [0.777, -2.723, -1.524], [-0.998, 0.109, -2.288], [-2.166, -1.305, -0.821], [-1.886, 0.985, 0.199], [-2.193, -0.965, -0.071], [-1.112, 0.492, 2.583], [0.461, 1.140, 2.226], [-0.908, 2.222, 2.178]], "charge": 0, "homo_energy_ev": -8.485, "homo_lumo_gap_ha": 0.34666}

Version b
{"formula": "C4H11N3O", "method": "wB97M-V/def2-TZVPD", "elements": ["C", "C", "C", "N", "C", "N", "O", "N", "H", "H", "H", "H", "H", "H", "H", "H", "H", "H", "H"], "positions_angstrom": [[-1.557, 0.171, -0.083], [1.501, 0.759, -0.695], [-0.093, -0.320, 1.825], [0.787, -0.423, -0.235], [-0.582, -0.625, -0.751], [-1.361, 1.567, 0.205], [1.598, -1.573, -0.260], [-0.876, -1.620, -1.515], [1.945, -1.648, -1.166], [-2.573, -0.141, -0.316], [-1.547, 1.798, 1.178], [-1.976, 2.144, -0.360], [-0.085, -2.254, -1.617], [2.470, 0.804, -0.198], [1.650, 0.735, -1.782], [0.902, 1.628, -0.422], [0.506, -1.208, 1.975], [0.391, 0.626, 2.015], [-1.098, -0.420, 2.202]], "charge": 0, "homo_energy_ev": [-7.849, -7.268], "homo_lumo_gap_ha": [0.30637, 0.26171]}

Version c
{"formula": "C4H11N3O", "method": "wB97M-V/def2-TZVPD", "elements": ["N", "C", "C", "N", "C", "C", "N", "O", "H", "H", "H", "H", "H", "H", "H", "H", "H", "H", "H"], "positions_angstrom": [[0.140, 3.005, -0.059], [0.991, 2.143, -0.849], [0.504, 0.698, -0.996], [-0.206, 0.211, 0.167], [0.308, -1.093, 0.639], [-0.765, -1.978, 1.238], [-1.311, -3.003, 0.554], [-1.094, -1.795, 2.401], [-0.674, 3.227, -0.614], [-0.084, 2.582, 0.828], [1.147, 2.614, -1.825], [2.013, 2.156, -0.463], [1.296, -0.004, -1.255], [-0.094, 0.633, -1.919], [-1.208, 0.142, 0.102], [0.967, -0.894, 1.475], [0.891, -1.630, -0.109], [-1.734, -3.751, 1.078], [-1.087, -3.264, -0.392]], "charge": 0, "homo_energy_ev": -8.967, "smiles": "NCCNCC(N)=O", "homo_lumo_gap_ha": 0.35443}

Version d
{"formula": "C4H11N3O", "method": "wB97M-V/def2-TZVPD", "elements": ["C", "N", "O", "H", "H", "H", "H", "H", "C", "C", "C", "N", "N", "H", "H", "H", "H", "H", "H"], "positions_angstrom": [[-1.261, 1.575, 2.350], [1.421, 0.743, 0.701], [-0.611, 0.404, 2.012], [0.737, 1.239, 0.131], [0.626, 0.757, 1.723], [-1.735, 2.102, 1.502], [-0.541, 2.298, 2.797], [-2.012, 1.386, 3.125], [-0.929, -0.125, -1.334], [0.090, -1.131, -1.784], [1.313, -1.335, -0.998], [-0.145, -1.809, -2.838], [1.616, -0.747, 0.113], [0.586, -2.490, -3.046], [2.444, -1.101, 0.590], [1.943, -2.164, -1.318], [-1.860, -0.316, -1.860], [-1.078, -0.166, -0.254], [-0.603, 0.880, -1.612]], "charge": 0, "homo_energy_ev": [-7.775, -7.777], "homo_lumo_gap_ha": [0.23520, 0.23534]}

Of them, version c has the highest stability.